Entry 1:
{"formula": "C18H62N22O12", "method": "ωB97M-V/def2-TZVPD", "species": ["H", "N", "C", "O", "C", "C", "H", "H", "O", "H", "H", "C", "N", "O", "N", "H", "H", "H", "H", "N", "H", "H", "N", "H", "H", "H", "N", "C", "H", "H", "C", "H", "N", "H", "H", "C", "O", "H", "O", "C", "H", "C", "N", "H", "H", "N", "C", "C", "H", "H", "N", "H", "O", "H", "N", "H", "H", "H", "H", "H", "N", "C", "O", "C", "H", "H", "H", "H", "C", "O", "H", "C", "H", "H", "C", "N", "C", "H", "H", "H", "N", "H", "N", "H", "O", "H", "H", "H", "H", "N", "N", "H", "H", "O", "H", "O", "H", "N", "H", "N", "C", "N", "H", "O", "N", "H", "H", "H", "H", "H", "H", "H", "N", "H"], "xyz": [[-7.98, -3.40, -2.38], [-4.07, 2.84, 5.05], [1.77, 2.54, -8.59], [-2.10, 1.70, -1.72], [-7.56, 5.68, -0.22], [0.70, 6.28, 4.01], [-5.97, -2.65, 2.86], [1.22, 4.67, 2.94], [1.84, -2.39, 3.46], [8.94, -3.58, 2.60], [9.19, -4.56, 4.64], [-1.14, -4.85, -0.65], [-10.02, -1.73, -3.91], [-0.47, 6.31, 3.83], [2.86, 2.13, -9.14], [0.44, -4.11, 0.19], [9.81, 0.03, 2.68], [8.25, -3.18, 5.14], [-3.13, -0.15, -2.09], [-8.17, -2.98, 3.37], [3.66, -3.35, 5.17], [-5.47, 5.91, -0.22], [0.65, -3.73, 4.70], [-0.44, -3.73, -6.16], [-3.74, 0.81, -0.64], [0.89, 7.93, 5.02], [-6.32, 5.48, -0.56], [9.45, -2.64, 2.84], [-0.96, 1.07, -3.36], [9.66, -0.38, 4.15], [9.28, -3.56, 5.06], [2.54, 5.33, 3.72], [-3.51, 2.75, 2.99], [2.34, -3.99, 6.13], [-8.06, -2.93, -4.04], [-0.92, 1.04, -2.27], [10.11, -2.84, 4.16], [5.38, 4.19, 1.45], [-4.80, 1.25, 3.77], [-7.44, -3.96, 2.92], [-0.40, 1.76, 0.04], [-9.42, -2.18, -2.85], [7.33, 4.53, 3.77], [7.89, -1.80, 0.73], [0.47, 2.78, -2.16], [-8.28, -2.74, -3.08], [8.43, -1.50, 2.96], [-0.80, -4.88, -7.77], [0.86, -5.78, -8.31], [2.61, 1.40, -1.67], [2.68, -3.55, 5.29], [-2.40, -5.80, -1.88], [-7.78, -5.14, 2.85], [7.68, -1.58, 3.75], [-6.26, -3.60, 2.66], [0.58, 0.57, -0.19], [-0.15, 2.36, -8.70], [10.22, -2.39, 2.11], [-6.18, 4.80, -1.30], [-0.56, -6.13, -9.34], [-8.24, 5.11, -1.10], [1.75, 1.13, -2.29], [5.92, 6.14, 2.99], [0.39, 1.75, -1.83], [0.04, -3.57, 3.90], [6.32, 3.13, 2.38], [-10.90, -1.24, -3.87], [-9.68, -2.05, -4.81], [6.40, 5.02, 3.02], [-1.74, -4.84, 0.38], [-3.47, 2.23, 2.12], [-3.29, 0.82, -1.63], [-9.17, -3.11, 3.31], [8.19, -0.21, 1.14], [1.78, -3.13, 4.41], [1.36, 7.17, 4.54], [7.81, -1.13, 1.59], [7.56, 3.64, 3.35], [1.78, 1.72, -3.20], [-9.21, 5.36, -0.95], [-0.13, -5.75, -8.51], [0.59, -4.67, -1.53], [5.96, 4.07, 2.26], [-2.91, 3.56, 3.06], [-9.97, -1.96, -1.75], [-4.42, 2.53, 5.94], [-5.60, -4.20, 2.18], [1.82, 0.07, -2.56], [0.32, -4.00, 5.61], [-0.06, -4.42, -6.79], [0.50, 1.57, -0.37], [-0.81, -0.05, -2.24], [7.83, 5.14, 4.39], [-8.03, 6.25, 0.83], [-7.94, 4.84, -2.02], [1.71, 3.24, -7.58], [-7.55, -2.19, 3.47], [0.71, 2.13, -9.18], [2.78, 1.44, -9.87], [-1.52, -5.31, -1.77], [-4.11, 2.20, 3.96], [9.10, -0.31, 3.32], [-3.99, 1.33, -2.30], [-1.99, -4.63, -7.95], [0.09, -4.49, -0.68], [-3.78, 3.80, 5.10], [9.46, -3.60, 6.13], [0.93, -4.65, -6.75], [0.74, 1.29, -9.73], [6.73, -0.99, 1.72], [-0.84, -5.53, -2.49], [2.24, 7.15, 4.05], [1.53, 5.30, 3.66], [3.77, 2.48, -8.85]], "mulliken_charge": [0.26, -0.37, 0.63, -0.30, 0.65, 0.61, 0.10, 0.19, -0.63, 0.33, 0.29, 0.70, -0.38, -0.63, -0.36, 0.22, 0.23, 0.19, 0.30, -0.37, 0.19, 0.18, -0.42, 0.21, 0.17, 0.23, -0.35, -0.58, 0.40, 0.23, -0.66, 0.21, -0.31, 0.16, 0.19, -0.80, -0.37, 0.20, -0.69, 0.70, 0.24, 0.62, -0.34, 0.37, 0.33, -0.38, 0.48, 0.65, 0.16, 0.34, -0.36, 0.23, -0.69, 0.26, -0.32, 0.25, 0.24, 0.35, 0.15, 0.22, -0.39, -1.30, -0.67, 0.34, 0.21, 0.10, 0.22, 0.14, 0.70, -0.65, 0.15, -0.60, 0.23, 0.34, 0.65, -0.39, -1.40, 0.14, 0.34, 0.24, -0.37, 0.13, -0.35, 0.14, -0.67, 0.21, 0.18, 0.32, 0.20, -0.37, -0.68, 0.40, 0.23, -0.69, 0.21, -0.67, 0.16, -0.41, 0.16, -0.38, 0.70, -0.67, 0.26, -0.66, -0.40, 0.17, 0.33, 0.16, 0.20, 0.29, 0.15, 0.19, -0.41, 0.22], "homo_lumo_gap_ev": 8.5431, "smiles": "COC[C@H](C)N.COC[C@H](C)N.NC(N)=O.NC(N)=O.NC(N)=O.NC(N)=O.NC(N)=O.NC(N)=O.NC(N)=O.NC(N)=O.NC(N)=O.NC(N)=O", "e_homo_ev": -8.849}

Entry 2:
{"formula": "C18H66N14O15", "method": "ωB97M-V/def2-TZVPD", "species": ["H", "C", "H", "O", "H", "H", "O", "H", "C", "H", "H", "N", "H", "H", "H", "H", "C", "H", "H", "H", "H", "H", "H", "H", "N", "H", "N", "O", "O", "H", "N", "N", "H", "H", "H", "C", "H", "H", "C", "H", "C", "H", "H", "C", "N", "H", "H", "C", "H", "O", "H", "C", "O", "H", "C", "O", "N", "C", "H", "H", "H", "C", "H", "H", "H", "O", "O", "H", "N", "O", "H", "H", "N", "O", "O", "H", "N", "H", "H", "H", "C", "H", "H", "O", "H", "N", "C", "H", "H", "N", "H", "H", "O", "H", "C", "H", "H", "H", "C", "N", "H", "H", "N", "H", "H", "H", "C", "O", "H", "H", "H", "H", "C"], "xyz": [[4.55, -0.73, -3.77], [1.60, 4.60, -2.39], [1.69, 1.26, 5.14], [1.94, -0.01, -3.22], [-0.03, -0.36, 1.19], [2.96, -3.44, -0.60], [-2.48, 1.33, -2.86], [-1.15, 2.43, -4.13], [5.48, 0.12, -2.05], [-3.46, -1.03, -0.73], [-1.49, 0.41, 4.98], [5.38, -0.66, -3.09], [1.61, 5.02, -3.42], [-0.14, -4.59, 0.72], [-4.83, 2.02, 1.33], [2.23, 2.88, -3.36], [-1.87, 1.63, -4.11], [-3.76, 2.94, -0.52], [4.92, -0.46, 0.18], [1.05, -3.45, -1.66], [-2.68, 1.94, -4.77], [3.36, -0.36, 2.03], [-3.09, -4.18, -1.64], [2.01, -1.54, -1.77], [0.75, -5.21, 3.34], [4.37, 1.43, -0.97], [-3.83, 1.74, 1.24], [1.48, 5.63, 0.98], [4.91, -1.11, 0.89], [-0.32, 4.40, 2.53], [1.87, 0.62, 4.33], [-3.41, -1.21, -2.67], [0.42, 2.80, 2.62], [-1.37, -2.04, 4.72], [1.32, -1.95, -3.44], [-2.28, 4.15, -0.90], [-3.64, 0.84, 0.87], [-2.61, -3.15, 0.42], [-2.98, 2.51, 1.65], [0.49, -5.64, -0.72], [1.38, 4.28, 1.33], [-4.46, -1.90, 0.80], [3.01, -1.61, -3.31], [3.64, -1.23, 1.41], [1.16, -3.25, 2.36], [0.77, 1.95, -1.85], [-2.69, 4.82, -0.08], [0.07, -4.66, -0.36], [-4.46, -1.21, -2.69], [6.67, 0.32, -1.47], [-2.97, -0.29, -2.86], [-2.16, -0.23, 4.40], [1.81, 3.18, -2.54], [2.50, 4.99, -1.82], [0.56, -3.88, 3.35], [-1.45, -2.31, -2.47], [2.23, 3.41, 0.89], [0.53, 0.67, -0.34], [1.23, 0.37, -2.76], [2.88, 3.86, 0.26], [1.59, -3.56, 1.47], [2.06, -1.36, -2.87], [0.04, 2.10, 4.18], [-0.45, 0.74, -5.40], [-1.24, -0.28, -0.13], [-3.17, -0.56, 0.03], [-2.14, -1.48, 4.97], [0.70, -2.66, -0.06], [0.18, 1.22, -1.46], [1.85, 0.81, 0.15], [-0.97, -4.46, -0.70], [2.47, -0.14, 4.47], [-0.35, 0.01, 0.26], [-0.22, -3.33, 4.27], [0.69, -0.64, 2.65], [-1.57, -0.47, -4.81], [0.45, 3.80, 2.15], [-3.72, -0.85, 1.99], [1.57, -5.64, 2.88], [3.44, 0.50, -2.11], [-1.04, 0.41, -4.55], [-1.45, 1.35, 0.93], [-0.85, 1.26, -1.73], [2.27, -3.90, -0.17], [-0.97, 2.87, 1.56], [4.38, 0.74, -1.72], [-3.49, -1.45, 1.09], [1.08, -2.25, 2.55], [-1.84, -0.28, 3.31], [-3.52, -3.25, -1.92], [-0.66, 1.54, 2.73], [-0.38, 0.06, -3.81], [-3.32, 3.30, -1.29], [2.08, 2.43, 0.75], [-2.51, -2.58, 1.34], [-1.38, 3.69, -0.59], [-2.00, 4.81, -1.69], [3.57, -2.13, 2.01], [-2.76, -2.29, -2.38], [0.16, 1.50, 3.38], [0.62, 4.78, -1.98], [6.25, -1.14, -3.48], [-1.71, 2.20, 1.46], [0.26, -5.70, 4.13], [-2.78, 2.20, -2.52], [-2.78, -3.20, 2.21], [0.91, 0.48, 3.46], [-3.40, 3.69, 2.25], [-4.53, -3.08, -1.76], [-1.48, -2.19, 1.37], [-3.07, 0.37, 4.47], [2.90, -1.29, 0.63], [1.02, -3.54, -0.61]], "mulliken_charge": [0.27, -0.65, 0.21, -0.73, -1.23, 0.35, -0.58, 0.28, 0.53, -0.01, 0.27, -0.31, 0.33, -0.04, 0.31, 0.21, -0.27, 0.38, 0.23, 0.46, 0.42, 0.26, 0.31, 0.04, -0.37, 0.12, 0.02, -0.77, -0.64, 0.22, -0.27, -0.33, 0.81, 0.51, 0.36, -0.15, 0.17, 0.37, -0.47, 0.39, 0.06, 0.41, 0.26, -0.07, 0.07, 0.57, 0.35, -0.61, 0.22, -0.75, 0.06, -0.31, -0.31, 0.24, 0.43, -0.51, -0.05, 1.14, -0.17, 0.27, 0.47, -0.64, 0.46, 0.38, -0.95, -0.99, -0.64, 0.20, 1.17, -0.56, -0.18, 0.33, 1.82, -0.80, -0.10, 0.44, -0.65, 0.66, 0.24, 0.05, -1.07, -0.46, -0.74, -0.70, 0.25, -0.05, -0.50, -0.19, -0.19, -0.16, -0.43, 0.19, -0.75, -0.10, -0.60, -0.39, 0.41, 0.36, 0.19, 0.12, 0.13, 0.25, 1.58, 0.29, 0.17, 0.39, -0.48, -0.84, 0.22, -0.18, 0.39, -0.25, 0.10], "homo_lumo_gap_ev": 8.4360, "e_homo_ev": -8.824}

Looking at energy above the lowest of the compared OMol25 structures with the same formula, charge and spin for the records above, in order, we have 1215.6, 89.8 kJ/mol.